Entry 1:
Entry from OMol25: a cluster of 10 separate species, C19H49Cl8N8O11P in total in a non-equilibrium geometry (wB97M-V/def2-TZVPD).

CARTESIAN COORDINATES (ANGSTROEM)
C  2.792  -5.156  2.441
N  3.329  -4.148  1.582
C  3.958  -3.023  2.326
P  3.841  -4.503  -0.011
O  4.501  -3.406  -0.752
N  4.942  -5.882  0.048
C  6.165  -5.780  0.848
C  5.196  -6.507  -1.237
N  2.465  -5.027  -0.801
C  1.666  -4.124  -1.607
C  1.922  -6.385  -0.670
H  2.726  -4.598  3.375
H  3.559  -5.924  2.546
H  1.765  -5.473  2.260
H  4.552  -2.382  1.675
H  4.632  -3.467  3.058
H  3.171  -2.435  2.798
H  6.859  -5.123  0.324
H  5.954  -5.309  1.808
H  6.565  -6.784  0.991
H  6.156  -7.023  -1.242
H  4.403  -7.205  -1.505
H  5.241  -5.766  -2.035
H  1.080  -4.708  -2.318
H  0.919  -3.655  -0.966
H  2.313  -3.431  -2.145
H  2.599  -7.025  -0.104
H  1.740  -6.827  -1.649
H  0.941  -6.321  -0.200
C  -0.260  7.823  -1.669
N  -1.700  7.935  -1.156
O  -2.544  8.066  -2.014
O  -1.926  7.599  0.030
H  0.234  8.781  -1.505
H  -0.280  7.555  -2.726
H  0.196  7.063  -1.035
C  2.432  0.029  -7.435
N  3.821  -0.162  -7.926
O  3.943  -0.712  -9.023
O  4.725  0.307  -7.259
H  2.025  -0.963  -7.631
H  1.981  0.779  -8.085
H  2.501  0.297  -6.381
C  7.287  1.413  0.001
N  5.932  1.810  -0.403
O  5.163  2.035  0.490
O  5.717  2.008  -1.567
H  7.671  0.927  -0.897
H  7.136  0.700  0.811
H  7.711  2.384  0.256
C  -5.002  -4.354  1.673
N  -3.788  -3.544  1.880
O  -3.773  -2.380  1.479
O  -2.924  -4.036  2.617
H  -4.856  -4.970  0.786
H  -5.881  -3.731  1.509
H  -5.127  -4.998  2.544
C  -7.277  5.895  -0.302
N  -8.782  5.649  -0.431
O  -9.193  5.769  -1.592
O  -9.449  5.452  0.608
H  -6.862  6.356  -1.199
H  -6.913  4.880  -0.147
H  -7.095  6.476  0.602
Cl  -8.103  0.498  -2.058
C  -6.945  -0.886  -2.376
C  -5.872  -0.512  -3.430
Cl  -4.614  -1.740  -3.400
H  -7.503  -1.789  -2.622
H  -6.501  -1.092  -1.402
H  -5.305  0.395  -3.223
H  -6.381  -0.519  -4.394
Cl  -2.530  2.775  -0.419
C  -0.840  2.397  -0.003
C  -0.256  1.572  -1.129
Cl  -0.383  2.299  -2.658
H  -0.904  1.828  0.925
H  -0.249  3.297  0.163
H  -0.768  0.611  -1.070
H  0.766  1.271  -0.898
Cl  2.723  6.010  7.293
C  3.952  5.678  6.033
C  3.624  4.716  4.967
Cl  2.447  5.517  3.888
H  4.755  5.164  6.562
H  4.249  6.670  5.690
H  3.217  3.831  5.456
H  4.432  4.429  4.294
Cl  -8.091  0.479  3.326
C  -6.552  1.351  3.504
C  -6.904  2.768  4.070
Cl  -5.486  3.806  4.152
H  -6.083  1.507  2.532
H  -5.871  0.787  4.140
H  -7.386  2.821  5.047
H  -7.436  3.321  3.297

Its net charge is 0. Its LUMO energy is -0.238 eV. The HOMO energy is -8.72 eV.

Atomic partial charges in e from the Mulliken method, atoms 1 to 8: number 1, C, carries -1.02; number 2, N, carries 0.10; number 3, C, carries -1.09; number 4, P, carries 0.58; number 5, O, carries -0.87; number 6, N, carries 0.17; number 7, C, carries -1.08; number 8, C, carries -1.08


Entry 2:
Entry from OMol25: a structure of composition C16H20LuNO2 in a non-equilibrium geometry (wB97M-V/def2-TZVPD).

CARTESIAN COORDINATES (ANGSTROEM)
Lu  -0.481  -0.905  -0.223
C  -2.888  -1.654  0.473
C  -2.104  -2.001  1.603
C  -1.559  -0.802  2.160
H  -2.007  -2.991  2.044
C  -2.066  0.301  1.394
C  -2.862  -0.230  0.336
H  -3.440  0.363  -0.383
H  -3.493  -2.339  -0.135
H  -0.963  -0.733  3.073
H  -2.009  1.347  1.666
C  -0.367  -1.759  -2.652
C  -1.546  -0.966  -2.484
C  -1.138  0.380  -2.228
H  -2.568  -1.315  -2.627
C  0.287  0.418  -2.249
C  0.770  -0.916  -2.463
H  1.814  -1.213  -2.543
H  -0.336  -2.803  -2.966
H  -1.789  1.252  -2.122
H  0.891  1.317  -2.292
O  1.155  0.493  0.295
C  1.555  1.828  0.684
C  2.476  1.332  1.816
C  0.413  2.733  1.104
C  2.415  2.472  -0.391
C  2.253  -0.033  1.212
H  2.054  1.442  2.812
H  3.489  1.714  1.735
H  3.082  -0.414  0.611
H  1.799  -0.797  1.864
H  0.798  3.555  1.723
H  -0.371  2.228  1.679
H  -0.016  3.185  0.197
H  3.073  3.245  0.053
H  1.740  2.938  -1.120
H  3.032  1.713  -0.893
O  -0.720  -5.257  -0.428
C  -0.369  -4.133  -0.255
N  -0.004  -2.994  -0.080

Its net charge is -2. Its LUMO energy is 4.782 eV. The HOMO energy is 2.93 eV.

Atomic partial charges in e from the Mulliken method, atoms 1 to 8: number 1, Lu, carries -0.60; number 2, C, carries -0.73; number 3, C, carries -0.50; number 4, C, carries -1.26; number 5, H, carries 0.67; number 6, C, carries -0.63; number 7, C, carries -0.85; number 8, H, carries 0.67


Entry 3:
Entry from OMol25: a structure of composition C6H9N in a non-equilibrium geometry (wB97M-V/def2-TZVPD).

CARTESIAN COORDINATES (ANGSTROEM)
C  1.010  1.145  -1.273
C  0.783  -0.407  1.755
C  0.197  -0.760  0.632
C  -0.161  0.774  -0.672
C  0.176  -2.110  -0.044
C  -1.432  1.594  -0.380
N  0.443  0.360  -2.046
H  1.863  1.690  -1.197
H  1.362  -0.866  2.547
H  0.628  0.590  2.108
H  0.585  -2.835  0.715
H  -0.831  -2.491  -0.222
H  0.605  -1.950  -1.085
H  -2.180  0.947  0.206
H  -1.822  1.868  -1.348
H  -1.228  2.451  0.305

Its relative energy (zero: lowest compared OMol25 entry of this formula, charge and spin) is 125.33 kcal per mole. Its net charge is 0. Its LUMO energy is 0.992 eV. The HOMO energy is -8.79 eV.

Atomic partial charges in e from the Mulliken method, atoms 1 to 8: number 1, C, carries -0.35; number 2, C, carries -0.85; number 3, C, carries 0.35; number 4, C, carries 0.78; number 5, C, carries -0.94; number 6, C, carries -1.10; number 7, N, carries -0.60; number 8, H, carries 0.39


Entry 4:
Entry from OMol25: a structure of composition C14H42BCaF4O7 in a non-equilibrium geometry (wB97M-V/def2-TZVPD).

CARTESIAN COORDINATES (ANGSTROEM)
Ca  -1.451  2.498  0.077
B  -0.015  0.201  -0.376
F  0.019  1.483  -1.086
F  1.260  -0.196  -0.128
F  -0.791  0.418  0.799
F  -0.686  -0.672  -1.218
C  -1.785  -1.268  4.866
C  -1.068  -0.181  4.086
O  -1.951  0.976  3.910
H  -1.348  -2.257  4.741
H  -2.824  -1.373  4.543
H  -1.832  -1.004  5.923
H  -0.742  -0.522  3.105
H  -0.224  0.186  4.664
H  -2.458  0.860  3.102
C  0.644  -3.633  1.275
C  -0.333  -4.111  2.320
O  -1.466  -4.745  1.743
H  1.038  -4.483  0.708
H  1.503  -3.125  1.713
H  0.137  -2.982  0.563
H  -0.725  -3.246  2.874
H  0.126  -4.726  3.102
H  -1.254  -5.674  1.612
C  0.963  3.211  4.026
C  0.155  3.797  2.869
O  -0.706  2.805  2.246
H  0.975  3.922  4.850
H  1.992  2.997  3.749
H  0.502  2.293  4.388
H  0.808  4.199  2.101
H  -0.484  4.597  3.242
H  -1.081  2.239  2.968
C  -2.788  -3.180  -0.978
C  -3.987  -2.278  -0.978
O  -3.658  -0.940  -0.623
H  -3.039  -4.174  -1.356
H  -2.279  -3.239  -0.023
H  -2.106  -2.809  -1.754
H  -4.752  -2.595  -0.268
H  -4.469  -2.308  -1.963
H  -2.788  -0.696  -0.955
C  2.694  0.740  -3.723
C  2.575  1.968  -2.845
O  2.963  1.649  -1.507
H  2.688  0.985  -4.789
H  1.835  0.083  -3.564
H  3.628  0.213  -3.535
H  1.545  2.351  -2.841
H  3.180  2.778  -3.257
H  2.453  0.854  -1.311
C  2.318  -2.769  -2.406
C  1.776  -2.904  -3.818
O  1.865  -4.248  -4.242
H  3.398  -2.942  -2.402
H  1.889  -3.574  -1.805
H  2.136  -1.813  -1.923
H  2.298  -2.207  -4.488
H  0.739  -2.542  -3.859
H  2.335  -4.295  -5.076
C  0.014  5.040  -2.822
C  -0.113  5.388  -1.351
O  0.104  4.221  -0.517
H  -0.721  4.281  -3.106
H  0.991  4.605  -3.048
H  -0.107  5.909  -3.466
H  -1.150  5.686  -1.195
H  0.577  6.185  -1.093
H  1.059  4.093  -0.464

Its relative energy (zero: lowest compared OMol25 entry of this formula, charge and spin) is 11.17 kcal per mole. Its net charge is +1. Its LUMO energy is -4.438 eV. The HOMO energy is -11.84 eV.

Atomic partial charges in e from the Mulliken method, atoms 1 to 8: number 1, Ca, carries 1.54; number 2, B, carries 0.83; number 3, F, carries -0.38; number 4, F, carries -0.43; number 5, F, carries -0.09; number 6, F, carries -0.39; number 7, C, carries -1.27; number 8, C, carries 0.41